# C23H38BrF5N2O11S

A cluster of 2 separate species, C23H38BrF5N2O11S in total in a non-equilibrium geometry (wB97M-V/def2-TZVPD, the OMol25 dataset).

Results
**Total energy**: -5307.8076 Eh
**M**: 725.5 g/mol
**Max |F|**: 1.59 eV Å⁻¹
**HOMO energy**: -9.0 eV
**Orbital gap**: 9.262 eV
**SMILES string**: CC[C@H](Br)[C@@H](O[C@@](N)(CCCCOC=O)[C@@H](COC)O[C@@H](O)N=C(C)C)S(=O)(=O)C(F)(F)C(F)(F)F.C[C@@H]1COC(=O)O1

Cartesian coordinates (Å):
Br -5.03 -0.36 -1.03
S -1.68 -2.36 -2.26
F -1.52 -4.22 -0.45
F -4.34 -3.98 -2.50
F -3.22 -2.92 -0.12
F -4.07 -5.26 -0.80
F -2.73 -5.43 -2.47
O 4.56 -0.22 -0.18
O -0.27 -2.48 -2.00
O 0.21 1.86 -1.16
O 4.81 2.01 0.03
O 2.22 2.18 -2.24
O -2.39 -4.03 4.26
O -2.10 -0.48 -0.52
O 0.29 -1.22 0.84
O -3.95 -2.66 3.42
O 6.03 0.58 1.28
O -2.12 -2.73 -3.58
N -2.27 1.80 -1.00
N 1.18 3.91 -1.02
C 1.97 4.66 -0.37
C 1.19 -1.35 1.91
C -1.70 0.82 -0.08
C -2.50 -3.55 -1.05
C -3.31 -1.38 3.55
C 1.46 2.50 -1.10
C -2.26 -0.66 -1.90
C -2.28 1.06 1.33
C 7.18 -1.43 2.05
C 3.47 4.45 -0.30
C 5.88 -0.83 1.59
C 0.67 -0.26 -0.12
C 5.11 0.90 0.36
C 5.33 -1.34 0.27
C -3.88 0.61 -3.45
C -3.71 -0.53 -2.44
C -0.15 1.03 -0.06
C -3.43 -4.58 -1.75
C -3.12 -3.73 3.38
C 1.42 5.86 0.34
C -2.17 -1.18 2.57
C -1.73 0.29 2.52
C -2.84 0.56 -4.58
H 7.90 -1.48 1.23
H 2.03 2.20 -0.20
H -4.10 -0.65 3.35
H -1.32 -1.81 2.85
H 7.01 -2.44 2.43
H 0.12 1.57 0.86
H 3.86 4.12 -1.26
H 2.84 1.48 -2.01
H -2.50 -0.47 -4.76
H -1.58 -0.05 -2.50
H -3.90 1.59 -2.98
H -2.08 2.13 1.51
H 1.45 5.62 1.41
H -2.50 -1.53 1.59
H 2.03 6.76 0.20
H -2.00 1.21 -4.37
H -4.87 0.47 -3.90
H 1.72 -0.01 0.01
H -0.65 0.39 2.60
H -1.97 2.74 -0.73
H 1.30 -0.41 2.48
H 7.62 -0.83 2.84
H 3.74 3.72 0.47
H 5.12 -0.91 2.37
H -4.00 -1.45 -2.95
H -2.99 -1.23 4.59
H 3.96 5.38 -0.03
H -2.13 0.78 3.42
H 0.82 -2.11 2.58
H 6.12 -1.53 -0.46
H -3.28 1.78 -0.86
H 2.19 -1.64 1.56
H 0.39 6.06 0.04
H 0.58 -0.67 -1.13
H 4.70 -2.22 0.36
H -3.37 0.94 1.28
H -3.30 0.91 -5.51
H -3.19 -4.32 2.46